131
Properties=species:S:1:pos:R:3:mulliken_charge:R:1 method="wB97M-V/def2-TZVPD" total_energy_ev=-89908.632 total_charge=+1 orbital_gap_ev=3.6 homo_energy_ev=-9.5 e_lumo_ev=-5.9543
N -0.87 0.21 11.30 -0.34
C -1.06 0.90 10.20 0.41
O -1.41 1.30 8.82 -0.17
C -0.42 0.84 7.84 0.22
N 0.47 -0.37 7.95 -0.03
C 1.47 -0.81 6.86 -0.41
C 1.64 0.01 5.45 -0.05
C 2.68 -0.44 4.22 -0.14
C 4.03 0.51 4.44 0.54
C 4.94 1.10 3.21 -0.18
C 6.24 2.07 3.52 -0.46
C 6.73 2.46 5.05 -0.39
C 5.83 1.87 6.29 -0.36
C 4.51 0.89 6.00 -0.29
C 0.69 1.33 5.20 0.75
C 0.81 2.15 3.76 0.10
O 1.47 3.31 3.66 -0.47
O 0.07 1.50 2.62 -0.28
C 0.91 1.50 1.40 0.01
C 0.32 2.63 0.34 -0.58
C 0.80 2.35 -1.22 -0.05
C -0.20 3.12 -2.31 -0.20
C 0.23 4.73 -2.42 -0.51
C 1.30 4.90 -3.65 -0.69
C 1.51 6.46 -4.15 -0.48
S 3.13 6.51 -5.09 -0.12
C 3.63 8.25 -5.55 0.38
N 4.66 8.33 -6.67 -0.18
N 4.94 9.68 -6.88 -0.32
C 4.10 10.45 -5.88 -0.04
O 3.25 9.57 -5.02 -0.24
C -0.33 1.75 6.43 0.19
O -1.22 2.93 6.30 -0.35
C -0.42 4.03 6.93 0.41
N 0.19 4.96 7.61 -0.36
H 0.43 -0.99 8.79 0.33
H 2.14 -1.78 7.07 0.41
H 2.17 -0.27 3.18 0.03
H 3.02 -1.56 4.39 0.45
H 4.60 0.83 2.10 0.13
H 6.88 2.50 2.63 0.31
H 7.68 3.13 5.30 0.30
H 6.12 2.11 7.41 0.29
H 3.95 0.48 6.96 0.09
H 2.03 1.71 1.67 0.12
H 0.90 0.46 0.83 0.21
H -0.86 2.56 0.44 0.24
H 0.70 3.71 0.65 0.19
H 0.87 1.18 -1.44 -0.20
H 1.88 2.80 -1.35 0.21
H -1.32 2.97 -1.99 0.21
H 0.03 2.62 -3.36 0.20
H 0.67 5.04 -1.37 0.22
H -0.75 5.32 -2.69 0.35
H 1.01 4.26 -4.61 0.27
H 2.34 4.50 -3.28 0.30
H 0.58 6.77 -4.82 0.34
H 1.56 7.20 -3.23 0.34
H 4.21 11.62 -5.88 0.34
C -5.38 -3.01 -2.46 -0.66
O -4.90 -2.73 -3.77 -0.34
C -5.81 -1.92 -4.53 -0.83
C -5.20 -0.54 -4.80 -0.16
N -5.14 0.26 -3.57 -0.30
C -4.36 1.49 -3.72 -0.90
C -2.85 1.35 -3.98 -0.43
O -2.13 0.79 -2.87 -0.37
C -2.08 -0.63 -2.86 -0.70
H -4.69 -3.71 -1.99 0.13
H -5.43 -2.10 -1.86 0.31
H -6.37 -3.48 -2.50 0.39
H -6.80 -1.84 -4.05 0.39
H -5.95 -2.44 -5.49 0.41
H -5.81 -0.02 -5.54 0.39
H -4.20 -0.69 -5.22 0.17
H -4.71 -0.30 -2.83 0.04
H -4.49 2.06 -2.78 0.39
H -4.81 2.10 -4.51 0.42
H -2.45 2.36 -4.11 0.34
H -2.63 0.81 -4.90 0.40
H -2.08 -1.06 -3.87 0.31
H -2.91 -1.03 -2.28 0.24
H -1.15 -0.93 -2.37 0.29
C -2.13 -2.82 3.58 -0.67
O -2.62 -4.10 3.94 -0.36
C -3.87 -4.04 4.65 -0.77
C -4.99 -4.66 3.80 -0.25
N -5.31 -3.80 2.65 -0.32
C -6.21 -4.44 1.68 -0.65
C -5.66 -5.66 0.92 -0.53
O -4.60 -5.35 0.02 -0.34
C -3.31 -5.38 0.61 -0.62
H -1.13 -2.95 3.15 0.23
H -2.77 -2.35 2.84 0.31
H -2.04 -2.18 4.46 0.31
H -4.12 -3.02 4.96 0.39
H -3.75 -4.64 5.56 0.40
H -5.88 -4.78 4.42 0.40
H -4.65 -5.65 3.47 0.19
H -4.45 -3.56 2.17 0.05
H -6.47 -3.67 0.95 0.34
H -7.14 -4.72 2.19 0.40
H -6.48 -6.04 0.29 0.35
H -5.39 -6.49 1.58 0.35
H -3.23 -6.11 1.42 0.35
H -3.04 -4.38 0.97 0.16
H -2.58 -5.65 -0.17 0.30
C 4.43 -3.26 -5.84 -0.74
O 3.19 -2.81 -5.30 -0.34
C 2.56 -3.79 -4.47 -0.84
C 2.54 -3.30 -3.01 0.02
N 3.88 -3.30 -2.43 -0.36
C 3.95 -2.64 -1.12 -0.88
C 3.69 -1.12 -1.09 0.77
O 4.69 -0.35 -1.76 -0.43
C 4.47 -0.17 -3.15 -0.55
H 4.79 -2.51 -6.55 0.24
H 5.18 -3.38 -5.06 0.32
H 4.30 -4.20 -6.38 0.34
H 3.04 -4.77 -4.55 0.41
H 1.53 -3.89 -4.82 0.40
H 1.88 -3.95 -2.42 0.38
H 2.11 -2.29 -3.00 0.02
H 4.52 -2.83 -3.06 0.09
H 4.97 -2.82 -0.73 0.38
H 3.26 -3.14 -0.43 0.41
H 3.73 -0.81 -0.04 -0.13
H 2.69 -0.86 -1.44 -0.23
H 3.40 -0.14 -3.40 0.24
H 4.97 -0.96 -3.71 0.22
H 4.92 0.78 -3.45 0.30